Entry 1:
Entry from OMol25: a molecular structure, C24H45FHfP2 at a distorted geometry (wB97M-V/def2-TZVPD).

XYZ file:
```
73
Properties=species:S:1:pos:R:3:mulliken_charge:R:1
C -0.12178 1.55485 -3.64998 -1.4428
H 3.48687 0.54921 2.37361 0.3703
H -1.84835 -1.33732 4.07908 0.3829
H 2.18353 -2.75163 -1.31701 0.2222
H -0.67846 0.26372 -5.30749 0.5178
C 1.55547 2.79399 3.09959 -1.1955
H -2.74660 1.34335 4.33795 0.3294
C -1.01145 0.42854 -4.26929 -1.4056
C 3.49101 1.40648 1.68998 -1.2809
H 1.43308 2.01443 3.86026 0.2818
C -0.03939 -1.69616 -3.37709 -0.4874
C 2.45133 -2.76209 -0.24790 -1.2548
C 1.30777 -1.40371 -3.98127 -1.2892
H 2.24306 -2.74776 2.81734 0.3583
H -3.64879 1.49662 -1.25072 0.3132
C -3.01946 -1.80232 0.02306 -1.3934
H -1.95031 -2.53749 2.77201 0.2563
H 3.16571 -1.95272 -0.05087 0.3853
C -1.80380 1.45570 3.77625 -1.5850
H -2.71327 -1.84248 -1.03211 0.2668
H -1.12899 3.49256 1.78279 0.3153
H -2.03894 0.81873 -4.34929 0.2954
H 0.20595 1.97124 -1.51753 0.5071
P 1.77334 2.00333 1.45882 0.8774
C -1.90009 0.86925 2.40691 0.9581
H 2.43293 3.10014 -0.58811 0.3789
H 4.10185 2.21410 2.11987 0.4760
H -2.09749 -1.19271 -3.23701 1.0627
H -4.12056 -1.74190 0.05664 0.3162
H -0.76413 2.44504 -3.53688 0.4559
C -1.87955 1.58379 1.16398 0.6091
H -1.40172 3.34398 0.03386 0.2366
C 2.17865 -0.29530 -3.31972 -1.2637
H 1.76038 -4.35433 2.17438 0.4796
C -2.64686 1.03724 -1.25303 -0.8650
Hf -0.02062 -0.02790 1.20059 0.4960
H -2.78687 3.52345 1.13867 0.3586
H 0.56185 -4.62115 -0.39171 0.5006
H -2.71862 -2.74422 0.49207 0.3881
H 0.67277 3.44241 3.11456 0.2953
C 0.55181 1.31967 -2.32736 0.3625
H 2.90449 -3.73000 0.02315 0.5224
H -1.95047 1.74573 -1.70826 0.0443
H -0.59973 -3.34995 -0.90006 0.0577
C -2.18780 -0.51148 2.12521 0.3441
H 2.74987 4.12955 0.85145 0.5004
H 1.88513 -2.34125 -3.95010 0.4498
C -1.79209 3.06178 1.01939 -1.4266
H -1.01944 0.94302 4.35408 0.2938
H 3.10111 -0.77641 -2.95278 0.3880
C -2.36536 -1.58925 3.14267 -1.4164
C 1.60186 0.49591 -2.17835 0.1082
C 1.42702 -3.31751 2.35223 -1.2778
H 1.08658 3.95371 0.20416 0.3491
H -0.12916 -2.66322 -2.88106 0.7220
H -2.67303 0.17267 -1.91996 0.2154
C -0.08835 -3.80058 -0.03514 -1.2217
H 3.90949 1.09548 0.72622 0.3990
H 0.57125 -3.31991 3.04455 0.3283
H 2.45256 3.38624 3.32893 0.5426
H 0.63528 1.83517 -4.40049 0.5169
H 2.18529 0.44289 -1.25416 0.2395
C -1.09320 -0.88519 -3.53466 -0.3848
H 1.19045 -1.15353 -5.04750 0.4390
H -3.42711 -1.76154 3.37929 0.3440
P 0.94460 -2.52941 0.75564 0.8772
H 2.50946 0.39597 -4.11664 0.4483
C 2.03886 3.43975 0.37536 -1.3541
H -0.83297 -4.19847 0.66789 0.4497
H -1.55220 2.52158 3.74858 0.4105
C -2.20855 0.65673 0.11349 0.6947
C -2.39814 -0.63947 0.71222 0.5589
F 0.65308 -0.36956 2.98674 -0.7529
```

- E_tot (eV) = -48208.29021
- energy above the lowest of the compared OMol25 structures with the same formula, charge and spin (kJ/mol) = 0.0
- LUMO (eV) = -7.080
- E_HOMO (eV) = -14.505
- charge = +2

---

Entry 2:
Entry from OMol25: 11 unconnected molecules or ions with the total composition C34H39N11O6 at a distorted geometry (wB97M-V/def2-TZVPD).

XYZ file:
```
90
Properties=species:S:1:pos:R:3:mulliken_charge:R:1
C -10.23453 18.98792 24.61176 -0.6961
H -13.15654 14.19715 29.58492 0.2515
H -14.53824 15.95830 16.79556 0.3795
C -7.94370 13.77061 22.32275 0.2630
C -11.99019 15.70859 14.58010 -0.1742
N -12.23440 12.81163 26.99901 -0.3915
N -12.60931 14.12285 16.42896 0.8726
H -8.86094 8.62167 24.69103 0.2374
H -8.56117 12.58995 20.57125 0.2843
H -4.47437 20.75513 25.70031 0.3942
H 1.23130 12.57723 22.67155 0.3564
C -2.98172 23.50830 24.48154 0.2377
C -12.20934 16.85490 13.82031 -0.5660
H 2.61787 14.43957 23.26997 0.3715
C -1.14553 14.37273 24.35513 -0.3929
C 1.59364 14.45865 23.61200 -0.4859
C -15.53662 14.19439 22.61440 -0.6815
C -4.36756 21.18094 23.56904 -0.5873
H -10.98788 19.64771 24.18135 0.2740
N -9.06190 8.21002 27.81475 -0.3576
H -13.38381 8.78288 18.37097 0.2493
O -2.14348 25.58169 24.01158 -0.5831
C -8.61076 8.41740 26.75916 0.2742
C -13.81700 13.90224 28.76950 -0.6993
H -8.16529 14.51483 28.85448 0.2458
N -16.55917 15.52533 24.60868 -0.3603
O -1.89166 24.89413 26.01650 -0.5623
C -6.17590 15.00951 28.36267 0.2752
N -5.36233 15.81236 28.24888 -0.3586
H -14.86047 18.03878 15.60848 0.3508
O -2.55005 12.24923 22.99711 -0.5169
H -14.25662 14.80122 28.33744 0.2636
H -5.15236 9.75622 17.84886 0.2458
O -12.08697 13.16424 15.92064 -0.5540
H -7.53342 13.70552 27.36615 0.2420
H -7.36143 9.48244 25.34584 0.2561
H -9.33838 19.00586 23.99154 0.2346
C -16.14286 14.94052 23.72019 0.2795
H -5.73819 9.51162 16.20866 0.2814
H -2.17876 14.30053 24.66112 0.4237
C -5.10650 10.14492 16.83156 -0.6875
H -6.92905 13.22420 28.95824 0.2489
H -14.63564 13.25405 29.08221 0.2665
C -12.78958 15.35113 15.65791 0.1575
C -12.95804 13.28624 27.78730 0.3104
C -13.06089 8.31820 19.30258 -0.6545
N -7.43001 14.61500 22.85337 -0.3434
N -15.12326 8.47466 20.98387 -0.3587
H -11.60125 17.10311 12.96298 0.3826
C -0.38345 15.50783 24.62886 -0.6169
C 0.78375 13.41730 23.18182 -0.3492
O -0.80014 10.98361 23.22803 -0.5254
C -14.21421 8.38240 20.26106 0.2716
C -7.30026 14.06284 28.36918 -0.6556
C -3.12373 23.28991 23.09917 -0.3669
C -13.90228 16.17327 15.94955 -0.2159
C -4.16219 21.45537 24.93965 -0.3742
H -3.23778 22.79221 26.41402 0.4169
C -3.82363 22.10588 22.65559 -0.2622
H -0.85303 16.32513 25.15603 0.4048
C -8.02491 8.61877 25.39042 -0.6767
H -12.15139 8.80202 19.65869 0.2412
H 1.70160 16.21555 24.59341 0.3239
C -13.26248 17.70111 14.18226 -0.2931
H -16.11235 14.31373 21.69658 0.2742
H -14.50576 14.54780 22.59129 0.2309
H -11.13077 15.09553 14.35217 0.3786
H -8.07762 11.75993 21.95366 0.2116
C 0.96646 15.46652 24.33861 -0.2287
H -3.94765 21.93626 21.59623 0.3542
H -12.82291 7.25806 19.21567 0.2525
H -4.03394 10.15579 16.63767 0.2545
C -14.11342 17.35823 15.22748 -0.5362
H -9.69430 12.61102 22.00110 0.2500
C -8.66060 12.63147 21.65591 -0.6630
H -7.48085 7.71492 25.11632 0.2666
H -13.37788 18.62088 13.62809 0.3657
O -12.87052 14.07732 17.61316 -0.5493
N -1.34605 12.10574 23.21462 0.8119
H -10.58206 17.95486 24.60130 0.2435
N -5.94139 12.61562 17.16169 -0.3609
H -15.48148 13.14328 22.89764 0.2578
C -9.78794 19.33005 25.92090 0.3211
N -9.48158 19.55667 27.02217 -0.3767
H -2.82971 24.06195 22.40354 0.4167
C -3.49865 22.61904 25.38041 -0.4235
H -4.82646 20.30714 23.13053 0.4231
N -2.33419 24.74882 24.90449 0.9158
C -0.56529 13.36746 23.55911 0.4195
C -5.52755 11.56028 16.99443 0.2695
```

- E_tot (eV) = -64553.42694
- energy above the lowest of the compared OMol25 structures with the same formula, charge and spin (kJ/mol) = 267.0
- LUMO (eV) = -0.712
- E_HOMO (eV) = -9.783
- SMILES = O=[N+]([O-])c1ccccc1.O=[N+]([O-])c1ccccc1.O=[N+]([O-])c1ccccc1.CC#N.CC#N.CC#N.CC#N.CC#N.CC#N.CC#N.CC#N

---

Entry 3:
Entry from OMol25: 9 unconnected molecules or ions with the total composition C32H88ClN8O12 at a distorted geometry (wB97M-V/def2-TZVPD).

XYZ file:
```
141
Properties=species:S:1:pos:R:3:mulliken_charge:R:1
H 11.11368 25.52479 16.66295 0.2163
C 6.22964 29.13606 13.40805 -0.3730
C 13.29272 20.95668 10.83798 -1.3952
H 13.70902 26.18724 13.69637 -0.0430
H 13.74033 22.39610 12.78903 -0.1140
H 12.24538 19.89204 12.42563 0.2926
C 14.04263 28.41886 11.49573 -0.8680
H 3.54330 24.71502 13.76268 0.2933
N 14.33530 26.25290 14.50195 -0.1871
H 9.62304 28.47080 9.52511 0.4563
O 14.81607 27.28760 11.84963 0.0043
H 15.16314 27.27048 19.09300 0.2684
H 16.23270 23.85611 10.65649 0.4281
C 16.10944 24.60335 11.44975 -0.6678
H 9.53670 19.38890 15.18059 0.7088
H 20.72148 24.93555 14.88066 0.3631
H 14.22714 21.51341 10.69793 0.1043
H 12.25649 22.25895 12.44684 -0.1056
C 15.09080 27.52581 14.28745 0.9280
H 14.76591 17.52054 14.62935 0.2784
H 16.69814 26.71012 15.45230 0.0478
H 8.07324 24.64710 12.08394 -0.0224
H 18.55917 23.22667 12.09770 0.3525
H 12.50046 21.55982 10.40391 0.3315
C 18.77852 24.26578 13.94584 1.2389
C 15.22327 18.51647 14.59245 -0.9196
H 5.34166 29.71020 13.13334 0.3170
H 9.38767 30.13505 11.41910 0.4334
H 8.84299 27.22267 10.39892 0.1272
C 5.61714 25.51338 12.39212 -0.8659
H 10.51165 27.49337 12.02682 -0.2235
H 8.66282 22.23149 15.31944 -0.0423
H 9.64633 27.89898 16.87671 0.3852
H 10.63344 20.82186 17.15103 0.3904
H 13.45472 28.15087 10.61692 0.1230
H 12.52828 27.97743 15.80942 -0.5799
H 16.19203 28.55444 12.71220 0.5382
H 11.19177 28.50080 10.98526 0.1862
N 11.36092 22.19528 15.76053 -0.3799
N 12.94832 21.80401 13.04774 0.0517
H 2.64547 26.28925 13.61771 0.2632
H 10.04823 20.64732 14.11341 0.0863
H 10.89858 26.18863 15.22895 -0.1999
H 10.77420 29.32226 16.87659 0.5166
H 7.44386 26.06107 14.27743 -0.1250
H 15.64237 18.74293 15.57408 0.2746
H 12.53482 28.53461 18.21838 0.4002
O 11.56236 19.48314 14.85903 -0.0634
C 11.43019 18.08970 14.82257 -0.7999
C 14.34293 19.79760 12.84500 -1.1931
Cl 11.10472 24.71353 12.29457 0.4107
H 11.06615 22.58902 14.87053 -0.0442
H 6.33600 26.18297 11.91608 0.0867
H 20.90984 23.63317 13.75503 0.3154
O 10.74712 25.64861 11.25456 -0.3454
C 8.44613 28.81863 12.78367 0.3195
H 6.42865 29.24680 14.48169 0.2869
H 16.06711 18.47047 13.89264 0.3621
H 5.92053 28.09018 13.32312 0.0105
H 10.19027 21.92338 9.05190 0.1429
N 18.36812 23.06232 14.68694 -0.7370
H 10.61456 23.05944 5.15392 0.3110
H 14.28668 28.26958 14.28118 0.1879
H 16.80131 28.37577 15.38166 0.3909
C 6.37647 24.48374 13.19671 0.5543
O 13.52099 26.72637 17.96950 -0.2030
H 18.19270 25.07543 14.39614 -0.3888
O 10.35193 25.01169 13.49244 -0.0722
C 13.55447 24.27136 8.21285 -0.6001
C 8.86644 28.30930 10.30074 -1.2746
C 6.95440 25.10299 14.48058 -0.4231
C 10.32076 20.14436 15.04974 -1.0339
H 20.39832 25.28574 13.23411 0.3347
C 20.28310 24.49428 13.98543 -1.4354
H 15.01607 25.54150 14.20992 0.1844
N 10.72805 22.25431 5.76884 -0.7711
N 11.56894 26.13562 15.99230 -0.0704
H 10.92736 17.73626 15.73626 0.3782
H 11.58538 21.12566 8.17604 0.1895
C 10.56338 21.49002 8.12102 -1.0323
H 6.22500 25.15341 15.28988 0.4601
C 18.19464 24.16520 12.53009 -0.9257
C 11.81329 27.48663 16.47105 1.5886
C 11.31765 23.79758 7.63526 -0.2156
C 14.20691 26.75404 19.19828 -0.9217
H 13.80279 23.73897 9.13437 0.0809
H 18.48529 25.03354 11.92376 0.3742
O 16.78619 24.18088 12.62400 -0.1143
C 15.73099 27.57391 12.90667 -0.7641
C 9.35471 29.05500 11.55898 0.1185
H 9.84116 20.70065 7.90067 0.4144
O 10.72187 23.40080 11.84612 -0.5763
C 13.12667 20.52635 12.31610 1.0894
H 13.33891 28.73013 12.27307 0.3697
O 12.66126 23.55374 7.37687 -0.4319
H 15.49572 27.66658 16.40152 0.0865
H 11.74130 22.12676 5.78174 0.3539
N 10.71921 28.48240 11.88291 -0.2286
H 7.92709 28.69293 9.89418 0.3700
C 10.52600 28.35712 16.42556 -1.4932
H 14.25156 25.74764 19.61029 0.2744
H 16.49833 25.55360 11.08136 0.4615
H 10.27904 28.51713 15.37341 0.0379
C 12.34406 27.49928 17.90795 -1.0057
H 15.06911 24.67607 11.75741 -0.1499
C 8.92956 21.79947 16.28926 -1.0682
H 9.37015 23.00546 7.22864 0.4417
C 3.39755 25.63314 13.18490 -0.7624
H 8.00649 23.21777 12.72580 0.2784
H 8.84951 22.48286 17.13113 0.3624
C 10.35112 21.21241 16.17035 0.4431
H 14.75286 29.21476 11.23362 0.3639
O 14.33060 19.53479 14.23607 -0.2095
H 2.99053 25.34692 12.20511 0.3081
H 13.15426 25.27937 8.31366 0.3635
H 8.93755 29.32288 13.62000 0.2638
H 11.61530 27.04139 18.59238 0.3612
H 13.68584 27.36570 19.94948 0.3804
H 10.97184 24.70925 7.11000 0.2694
H 15.22783 20.41398 12.62256 0.2532
H 10.77916 17.71176 14.02497 0.3635
O 7.23371 29.52954 12.50147 -0.4388
H 8.28180 27.74608 12.91234 -0.4391
H 14.52085 18.91291 12.21682 0.3784
H 17.41122 22.84260 14.41221 0.2601
H 8.15040 21.02862 16.35264 0.4440
N 7.39716 23.92455 12.33244 -0.4746
H 13.48341 20.07270 10.20845 0.5645
H 5.80774 23.60400 13.51830 0.3136
H 14.53354 24.31512 7.72609 0.3298
H 12.40402 17.60866 14.81618 0.0556
O 4.64030 26.27846 13.06108 -0.3451
H 5.11850 24.97932 11.57300 0.4671
H 18.86606 22.23993 14.34761 0.2949
H 11.07909 24.02470 8.68178 0.0692
H 7.80866 24.52393 14.83980 -0.1214
C 10.39778 22.65234 7.12123 0.0890
O 12.48453 24.87005 12.62970 -0.3405
C 16.04020 27.58456 15.46674 -1.2112
H 16.54272 26.85554 12.76725 -0.0418
H 11.26362 22.92851 16.46307 0.2097
```

- E_tot (eV) = -83613.50906
- energy above the lowest of the compared OMol25 structures with the same formula, charge and spin (kJ/mol) = 155.0
- LUMO (eV) = 2.547
- E_HOMO (eV) = -5.825
- charge = -1